(1)
ORCA calculation (the ωB97M-V functional and the def2-TZVPD basis) on 11 unconnected molecules or ions with the total composition C44H121N11O11 in a non-equilibrium geometry.

Kohn-Sham gap (spin up / spin down) = 8.59 / 3.19 eV
Calculated total energy = -3178.22115 Eh
<S²> = 0.7540
Relative energy (zero: lowest compared OMol25 entry of this formula, charge and spin) = 4.0389 eV

Geometry as ORCA input:
```
! wB97M-V def2-TZVPD RIJCOSX def2/J DEFGRID3
* xyz 1 2
H 2.67883 0.99448 -5.05582
H -1.32891 2.74112 1.81060
H 7.00651 -2.00385 -4.41894
H 6.97676 0.40848 1.12991
H -1.92775 -3.47859 8.49615
H 1.58982 -7.41272 2.25600
C 2.17163 -4.86100 5.25749
C -3.40056 6.19584 2.62636
C -8.69122 6.11196 -0.86278
H 0.89093 0.68598 -3.68263
H 1.06931 -1.41773 -6.30401
H 9.04378 -1.11430 -3.41863
H -1.19104 3.54271 -3.00519
C 4.97335 0.29805 2.18889
H -2.73718 1.90857 0.88990
C 2.94147 -7.55795 0.39738
C 1.99497 1.45708 4.07298
C -5.49943 8.70443 0.83860
C 6.39315 0.80768 1.95944
C -3.58612 -4.49172 0.76123
H 6.37670 1.88691 1.80747
H -3.46296 -6.62997 0.60843
H 3.96114 -4.55087 -2.65598
H -0.05893 3.41979 -2.02153
H -7.55935 3.80177 -1.26589
H -4.33596 10.60225 0.86604
H -4.43827 2.36015 0.41449
H 1.09940 -5.69100 3.71402
H 4.99706 -0.78306 0.47866
O -1.35646 5.72929 -2.26692
H -2.29733 -1.87928 6.82586
H 1.45746 3.95202 -5.31434
H 2.99118 -6.67394 5.20395
C 2.64884 1.86657 -9.00046
H -4.05061 5.41300 3.01715
H 1.76957 0.79547 -0.91153
H -4.76598 -2.41129 -0.29004
C 2.40287 -6.36996 -0.48355
C 4.14022 -1.28108 -2.45992
H -3.42430 9.26463 0.32169
H -2.72244 6.88385 -1.12757
H -0.79489 -4.91047 0.47399
C 0.15998 4.62528 -3.64303
H 6.98249 0.52973 2.83324
H 3.51593 -6.25897 1.87052
H 0.45523 -2.13263 -1.41623
H -8.59431 7.19748 -0.88126
H 3.52517 -0.32035 0.96502
C 4.14414 1.28812 3.04005
H 4.13164 -3.83886 4.89344
O 1.54382 -3.95438 3.02550
N 4.51169 -2.65625 -4.38832
H -3.19882 6.32611 -2.76595
H -1.37397 -5.84677 1.84499
H 3.11201 -1.51784 -2.73347
N -2.89932 -5.97142 -1.13658
C 6.50706 -1.59703 -3.53965
H -3.16865 6.87894 3.44349
H -7.77713 3.77065 0.33701
N -5.41752 2.53980 0.24447
N -3.61605 -3.36849 6.32705
C 0.04039 -0.18905 -0.79586
H 1.13560 5.02598 -3.36789
H -0.86597 6.51118 -4.06431
H 1.41351 -6.45303 -0.93339
H 2.56428 -3.86413 1.29789
N 2.52049 -6.06483 5.85782
C -2.37724 6.67446 -2.14004
N 1.00422 0.58189 -1.53500
H 6.69554 -2.35048 -2.77487
H 4.76564 -0.61741 -4.40822
H 4.43484 1.23399 4.08917
O 7.09357 -0.29807 -3.44112
H -9.42223 5.42177 -0.44165
N 0.66572 0.79086 -4.66160
H 2.81373 -5.59250 3.40361
N -0.19965 3.35022 -3.01926
O 2.73829 1.10219 -7.81157
C 1.75148 0.64292 -5.50805
H 4.26132 -2.00403 -1.65321
H -3.89214 -5.95178 -1.32104
H 0.19714 1.68554 -4.65313
C -0.36919 0.71155 0.44276
C 8.39570 -0.39160 -2.92285
H 4.21322 -0.35359 -1.89201
C -1.54863 -2.31788 2.88337
N 4.47667 -0.00148 0.85073
H 1.02192 0.96607 4.05941
H 4.63041 -6.60616 0.67679
C -7.13410 4.27776 -0.38232
O 3.43887 -6.11500 -1.38172
C 0.65106 -1.50229 -0.54880
O -3.06411 -3.28359 0.25818
C -4.87073 4.07590 -1.52981
C 3.10352 -4.87486 -2.06638
C -1.80189 2.46789 0.86734
H 2.79618 -4.07878 -1.38821
H 1.78374 2.43990 -6.67631
H 2.99724 -6.02192 6.74719
H -4.40024 -2.23177 1.54281
C 1.79863 -0.88234 -5.69609
H -0.65728 -2.31935 5.23354
H 2.99603 -2.69096 5.59297
C -1.45311 -3.63286 7.52712
H -1.90047 5.12957 -4.02155
H 0.60693 1.29004 -7.35272
H -5.14545 4.99185 -2.05295
C 1.96835 -5.04072 3.81468
H -4.59667 -4.52898 0.35440
H 4.97405 -2.84808 -5.26554
C -2.80783 -5.80758 0.32110
C -1.33505 -5.81420 0.75617
H 8.39295 -0.60326 -1.85360
H 3.65537 -3.67469 6.59019
N -6.78551 9.42027 1.13768
H -0.82727 -6.72369 0.43512
H -1.93916 -1.53376 2.23472
H -5.69239 8.01433 0.01725
H -3.60103 -4.47136 1.85093
H 3.60755 -2.31556 -4.68252
O -4.00828 6.90853 1.56128
H 2.22299 -5.54807 0.20944
H -3.52274 -1.27303 0.48020
H -0.84114 -0.22623 -1.43587
O -7.47365 5.71127 -0.33749
H -2.15894 3.45575 0.57622
C -4.04984 -2.22662 0.51067
H -7.11249 9.68894 0.22062
C 4.98404 -1.45622 -3.74731
H 2.30822 -8.89280 1.90716
N 3.94720 -6.98526 1.31679
H 2.54399 1.21959 4.98418
H -4.81315 8.45485 2.83620
C -5.09388 7.80173 2.00993
H -0.49657 -2.05366 2.99039
H -0.07701 3.35807 -5.52142
H 2.22565 -2.28558 1.89530
H 1.87938 -1.42787 -4.75589
H 3.28727 1.50830 -9.80802
C -2.21477 -2.90180 6.45744
H -5.20008 3.23709 -2.14301
H 1.73861 -1.49969 -0.47579
H 0.34326 5.14213 -5.77076
C 3.28136 -3.74267 5.56863
H 2.24007 -4.93166 -2.72920
H -5.91947 7.19573 2.38309
H 4.20090 2.32167 2.69851
H -5.37730 4.66536 0.56208
C -5.66281 3.95255 -0.21153
H -1.08343 0.16048 1.05454
H -3.79733 4.01151 -1.35157
H 3.40409 -3.14913 2.76141
H -4.77524 9.98812 -0.66278
O -2.27140 -2.21966 4.11377
H -0.47708 -3.31512 7.89389
O 2.74698 0.99186 2.96638
H 3.37948 -8.47396 0.00095
H -2.41712 5.75602 2.46053
H 8.85372 0.58641 -3.07055
H -1.40330 -3.96018 4.81935
H 1.17025 -4.60179 5.60120
H -7.53246 8.82889 1.47298
H -1.70307 -3.29363 2.42276
H -2.01037 7.60151 -2.58060
H 0.28330 -2.05283 0.31708
H 0.47260 1.43784 -1.60441
H 1.03838 -8.39820 0.84713
C -1.55817 -2.91076 5.07001
H 0.54229 0.87581 1.01751
C -4.43872 9.66343 0.32182
C 1.60303 1.39355 -6.92241
H -3.94598 -2.88962 5.50127
C 1.89566 -8.01877 1.40321
H -1.26029 -4.70284 7.44924
H 1.93308 2.54493 4.04426
H 1.63991 1.84829 -9.41255
C 0.42282 4.25157 -5.14733
H 5.00623 -0.64536 2.73388
C -0.98887 5.53922 -3.58649
C 2.46766 -3.29647 2.22338
H -2.43660 -5.17094 -1.54302
H 2.67961 -1.14740 -6.28067
H -8.60696 5.84614 -1.91651
H 2.89464 2.87271 -8.66080
H -5.77589 2.59626 1.18707
H -3.63299 -4.36411 6.15805
O -0.90478 1.88486 -0.12436
*
```

Here are the Mulliken charges for atoms 1 to 4, given in e: atom 1 (H): 0.26, atom 2 (H): 0.33, atom 3 (H): 0.47, atom 4 (H): 0.30


(2)
ORCA calculation (the ωB97M-V functional and the def2-TZVPD basis) on 13 unconnected molecules or ions with the total composition C44H121N7O15 in a non-equilibrium geometry.

Kohn-Sham gap = 8.79 eV
Calculated total energy = -3260.40146 Eh

Geometry as ORCA input:
```
! wB97M-V def2-TZVPD RIJCOSX def2/J DEFGRID3
* xyz 0 1
H 8.75259 5.51178 3.29543
C 2.98164 -1.09605 -4.22538
H 0.33220 1.70486 4.80978
O -5.03388 -3.47514 -0.91614
H -0.23575 -0.18267 1.73080
H -2.09794 4.28050 1.37346
C 0.91448 2.51699 5.24509
H -1.50013 -9.87616 -4.60580
H -3.65172 -5.04506 -6.30574
C -4.12537 4.81980 2.02050
H -0.93139 7.51818 4.57066
H 2.41249 6.23363 -0.64232
H 2.56619 -0.94764 -6.35786
H 10.10481 3.56327 5.59557
H -0.37875 -3.54432 -0.58652
H -2.49891 -5.94841 -3.00016
C -0.26266 -2.98717 -6.23381
C 1.11930 7.19437 0.90239
C 0.77668 2.31251 1.30448
O 3.83870 -2.20238 -3.92453
H -3.98286 -4.69560 1.36228
H -4.27950 5.80893 0.17735
N 0.43678 1.36277 0.20661
H -6.33537 -2.71403 -3.41166
H 1.54240 7.22966 3.84008
H 5.16425 -0.98780 -2.66633
N -5.75477 -1.95790 -3.07807
C 4.71226 -1.95728 -2.87589
H 2.40928 -6.03235 -0.43463
C -3.92113 -3.61029 1.28229
H -4.62206 -6.68868 -1.39906
H -4.40144 -5.66573 -4.85233
H -3.71572 -3.50372 -3.78217
H -0.67738 7.74101 6.32040
H -0.14101 4.71445 3.73576
H 0.03933 3.72026 -3.68330
H -3.10946 -2.96322 -0.57806
H -1.47179 -1.49769 0.31771
H -1.37015 -5.29934 -5.29725
H 0.24444 -1.31725 -7.50484
H 2.21059 -2.41900 -5.76960
C 10.19885 4.30650 4.80383
H -1.41770 0.72790 1.04333
O 2.92699 2.74982 0.28979
C 5.84041 2.69920 3.28532
H -0.76632 -5.16136 -3.66037
H -4.77868 -4.38700 -1.07425
C 0.57034 4.80486 4.55668
H 1.20330 -2.23046 4.85036
H 0.83407 6.81495 -1.23144
H -4.09394 3.52138 6.23442
C -2.93941 -6.56410 -2.21596
H -3.49963 -1.15680 -2.33214
H -4.85222 6.04313 3.68192
C -0.99519 1.80518 -3.46690
H -3.40894 1.59572 3.66367
N 9.26662 4.83807 2.74590
C 0.81212 -3.23705 2.94568
C -4.74370 -1.63579 -3.99759
H -1.80298 -10.30467 -2.95400
H 5.30276 2.41062 2.38213
H -3.20970 -2.67257 -5.24141
H 7.99561 2.46844 4.76860
C -1.30173 -9.56626 -3.57979
H 0.30708 6.48454 1.05903
H -3.73144 5.25213 5.97606
C 1.70007 3.36002 0.78196
H 3.53450 -0.19139 -4.47843
H -4.80444 -6.28867 -2.90671
H -5.29709 -5.51342 -6.41086
H -1.18674 -1.03059 -6.54880
H 9.83353 5.22388 5.26542
C 1.67977 7.03829 -0.58106
O 2.73335 -6.56006 -3.16392
C 2.99672 -5.28899 -0.97355
C 0.03432 2.80310 -3.09433
H 2.22674 7.90180 -0.95958
H 5.88540 1.86157 3.98134
N -4.25827 -6.04963 -2.09144
H -0.23877 -9.79907 -3.64305
C 2.14431 -1.37899 -5.45009
O 0.39045 3.81382 5.53118
H 0.79084 -4.31606 2.79275
H 3.48682 -4.69526 -2.92727
C -3.02172 3.75267 1.61038
H 1.04439 2.39609 -3.04730
H -0.35489 1.08908 -5.14444
C -0.61605 -4.80967 -4.68108
H 0.96598 6.03846 6.32981
C -3.66792 -0.68108 -3.29830
H 0.40217 -1.27836 -4.57587
C 7.90950 3.35757 4.14400
H 4.02351 -5.54721 -0.71446
O -4.10912 4.14355 4.27925
C -2.15323 -6.33150 -0.92016
H 0.54210 8.11376 1.00080
H -5.24621 -2.38040 -2.31455
H 1.90040 4.02268 1.62390
C -2.71645 0.77166 3.83540
H 7.43336 4.21220 4.62463
H -1.62258 6.31960 5.59002
H 11.24428 4.48106 4.54944
N 1.62490 7.06426 4.83303
H -1.14871 -6.68277 -1.15605
C -4.07373 -2.90266 -4.61804
H -4.63499 -3.23449 2.01529
H 5.33103 3.40540 3.94100
H 1.65365 7.95508 5.30811
H 1.58055 4.68472 4.16533
H 1.42636 1.99523 6.05370
H -0.47385 -2.51159 -2.03099
O 7.15718 2.95074 2.97262
C -4.57961 -5.04982 -5.73381
H 1.24447 0.84133 -0.10296
H -3.05141 -8.63964 -1.88487
O -0.87813 1.84747 -4.87489
H -2.29625 -1.24683 3.46610
H 4.09874 -2.18709 -2.00476
H -2.71187 -0.56363 -3.80847
H -5.07603 4.29379 1.93303
O -0.47831 -3.43298 -4.87925
C -4.12670 5.25793 3.46936
C -3.11798 -0.54798 3.30967
H 2.67578 -4.31892 -0.59400
H -2.02936 2.04576 -3.22052
H 2.80191 7.82620 1.77374
H -3.11480 -0.45366 2.22376
H 0.03254 2.79666 1.93690
H 5.51661 -2.69124 -2.82685
H -3.16209 5.73245 3.64950
H -1.16349 -3.33615 -6.73861
C -0.44363 0.31378 0.78295
C 0.53661 6.16772 5.33631
C 2.73613 -5.35419 -2.49095
O -0.35658 -2.81034 2.26757
O -1.51092 -8.25342 -3.14529
H 1.31157 4.08913 0.07093
H 1.36313 -3.83615 4.98662
C 0.08180 -2.70919 -1.11431
H -2.51427 -6.74840 0.02002
O 0.41548 -1.55037 -0.39974
H -4.69801 6.74841 1.50389
H 2.35404 -1.03210 -3.33648
C 4.06907 3.58049 0.19158
H 0.59461 -3.53088 -6.63076
H -1.26806 -0.31424 -0.99883
C -0.76397 -0.84174 -0.18906
H -2.94582 -3.29468 1.65278
H -2.83484 2.90996 2.27598
H 4.87997 3.18725 -0.42153
H -4.22105 -1.80578 0.03851
H -5.38227 4.72458 5.84577
H 3.87193 4.47089 -0.40543
H -3.52301 -8.05267 -3.60078
H -0.88407 -3.61218 2.28731
H -2.19281 -5.28876 -0.60518
H 8.47907 4.63084 2.14846
C -0.77935 7.00685 5.52120
H 1.72822 -2.85429 2.49583
H -4.08153 0.31511 -3.14137
C -4.06614 -2.87998 -0.06238
C -2.83958 -8.01476 -2.75249
H 1.83483 -4.81019 -2.77347
H -0.75164 0.82481 -3.05743
C -4.35360 4.41325 5.66412
H -2.50042 0.66087 4.89802
O -4.35728 -1.03786 3.73246
O -4.88638 -3.66802 -5.48781
H -1.76462 1.02115 3.36650
O 2.20685 7.08434 1.90467
H -5.24593 -1.10281 -4.80493
N 0.73737 -0.90083 -5.45063
C -0.17440 -1.43227 -6.50512
H 1.76537 2.48650 4.56454
H 4.54618 3.87380 1.12669
H 9.91039 3.04515 3.10853
H 1.46581 1.76831 1.95028
H 2.58014 -6.42244 -4.10157
H -3.27218 3.36147 0.62432
H -0.26183 3.13273 -2.09847
C 0.71636 -3.12789 4.46878
C 9.36683 3.77827 3.70450
H -4.09292 -1.70026 4.37506
H -0.33210 -3.09029 4.76443
H 0.39579 -5.18259 -4.83982
N -4.11094 6.00489 1.15371
H 1.05081 -3.02368 -1.50189
*
```

Here are the Mulliken charges for atoms 1 to 4, given in e: atom 1 (H): 0.29, atom 2 (C): -0.04, atom 3 (H): 0.08, atom 4 (O): -0.68